No. 1
Entry from OMol25: C45H100N6O11S as an isolated structure (ωB97M-V/def2-TZVPD).

Results
Charge = 0
LUMO = 0.0182 Ha
Orbital gap = 0.3434 Ha

Positions of all 163 atoms, in Å:
C1 -5.42201 -1.21550 -2.76276
O1 -5.66422 0.19568 -2.81260
C2 -4.75319 0.78853 -3.75450
C3 -4.17276 2.09069 -3.05357
C4 -3.75285 3.19767 -4.09012
C5 -2.38186 2.93155 -4.81979
C6 -1.16582 2.63269 -3.85494
C7 -0.39842 1.36550 -4.38758
C8 0.81113 0.98093 -3.43642
C9 0.67488 -0.45529 -2.82950
C10 1.87769 -0.82815 -1.87956
C11 1.44569 -2.12188 -1.05605
C12 0.93025 -1.83211 0.39549
O2 0.34217 -3.14039 0.77337
S1 -1.03202 -2.91925 1.67686
O3 -0.73982 -3.58501 2.92795
O4 -2.28657 -3.27250 1.05824
O5 -0.84825 -1.28216 1.84444
C13 -0.31727 -0.86481 0.57478
C14 -0.07121 0.66645 0.29429
C15 -0.82498 1.64392 1.23625
C16 -2.14432 1.43071 1.81006
C17 -2.83828 2.38270 2.65461
C18 -2.14741 3.65471 2.92318
C19 -0.82232 3.93855 2.40436
C20 -0.16723 2.92664 1.55397
C21 1.25851 3.31721 1.02634
H1 -5.58331 -1.66970 -3.77924
H2 -6.16251 -1.70507 -2.06982
H3 -4.36737 -1.45915 -2.44285
H4 -3.90684 0.10476 -4.04155
H5 -5.31903 1.05933 -4.69558
H6 -3.35610 1.75795 -2.36604
H7 -4.98149 2.53037 -2.40686
H8 -3.78360 4.22558 -3.62863
H9 -4.54599 3.21060 -4.89428
H10 -2.45831 2.14398 -5.62374
H11 -2.12633 3.88125 -5.37418
H12 -0.50608 3.54500 -3.83878
H13 -1.45367 2.43379 -2.79114
H14 0.00385 1.63097 -5.40988
H15 -1.10114 0.50198 -4.56838
H16 0.86846 1.76403 -2.62973
H17 1.74398 1.03083 -4.06452
H18 -0.29414 -0.59841 -2.26540
H19 0.65650 -1.24314 -3.63912
H20 2.75108 -1.13747 -2.52292
H21 2.24907 0.01047 -1.24029
H22 2.37916 -2.74545 -0.93355
H23 0.73899 -2.75386 -1.65297
H24 1.66467 -1.65890 1.22180
H25 -1.00647 -1.17249 -0.27038
H26 -0.45665 0.85977 -0.74817
H27 1.03207 0.85840 0.23300
H28 -2.66455 0.46365 1.58901
H29 -3.84364 2.16905 3.08077
H30 -2.66769 4.41878 3.54051
H31 -0.33883 4.91713 2.61879
H32 1.94236 2.42354 1.09698
H33 1.70054 4.06806 1.74102
H34 1.21447 3.72841 -0.01839
C22 -6.37928 -6.87213 -0.67857
C23 -5.36263 -6.09079 0.14817
C24 -5.96457 -5.44271 1.40918
O6 -6.71974 -4.26398 1.16022
C25 -8.05732 -4.49400 0.75604
N1 -4.71113 -5.09759 -0.71152
H35 -7.04295 -6.22105 -1.24975
H36 -5.86764 -7.51436 -1.39917
H37 -6.99407 -7.51373 -0.04178
H38 -4.60189 -6.80436 0.48112
H39 -5.13700 -5.12739 2.05161
H40 -6.55276 -6.16354 1.99108
H41 -8.48779 -5.37523 1.24042
H42 -8.11501 -4.59255 -0.33064
H43 -8.64863 -3.62076 1.03895
H44 -3.97018 -4.64375 -0.18071
H45 -5.38453 -4.34976 -0.87162
C26 -9.95390 0.18534 1.11435
C27 -10.58521 -0.99218 0.37884
C28 -9.66868 -1.60874 -0.69427
O7 -9.58576 -0.85873 -1.89630
C29 -8.65958 0.21652 -1.85906
N2 -11.87088 -0.56731 -0.18634
H46 -9.93755 1.09450 0.51178
H47 -10.52146 0.41449 2.01929
H48 -8.92860 -0.04387 1.41596
H49 -10.78121 -1.77009 1.12462
H50 -10.09400 -2.57552 -0.98360
H51 -8.66661 -1.81623 -0.29702
H52 -7.78160 -0.01724 -1.25214
H53 -9.14637 1.12287 -1.49091
H54 -8.33003 0.41231 -2.87939
H55 -12.33218 -1.37703 -0.59460
H56 -11.66658 0.02363 -0.99096
C30 2.03358 5.95297 7.60350
C31 1.38217 4.79341 6.85784
C32 2.31034 4.12789 5.82357
O8 2.46475 4.86146 4.61566
C33 3.43056 5.89943 4.67021
N3 0.13709 5.26174 6.24177
H57 2.10837 6.85413 6.99255
H58 1.44389 6.21524 8.48506
H59 3.03729 5.68584 7.94421
H60 1.12873 4.03323 7.60392
H61 1.85664 3.17638 5.52936
H62 3.28854 3.88496 6.25719
H63 4.28001 5.64140 5.30823
H64 2.96860 6.82840 5.01097
H65 3.79926 6.06863 3.65681
H66 -0.33859 4.46376 5.82541
H67 0.39598 5.83330 5.43881
C34 5.31402 -3.30702 -4.22548
C35 4.18969 -4.31813 -4.03365
C36 4.13568 -5.39224 -5.13493
O9 3.57212 -4.94600 -6.36005
C37 4.47364 -4.25670 -7.20861
N4 2.91496 -3.59868 -3.91760
H68 5.09784 -2.58271 -5.01273
H69 5.47284 -2.73741 -3.30647
H70 6.25396 -3.80790 -4.47000
H71 4.37852 -4.83276 -3.08580
H72 3.47831 -6.19591 -4.78785
H73 5.11956 -5.84746 -5.30356
H74 5.48939 -4.65670 -7.14105
H75 4.47078 -3.18882 -6.97929
H76 4.12378 -4.37344 -8.23566
H77 2.18141 -4.26935 -3.69795
H78 2.66953 -3.27291 -4.85187
C38 6.75186 11.12622 7.06607
C39 6.74017 10.44959 5.69914
C40 5.48270 9.59712 5.44626
O10 5.48404 8.33910 6.10673
C41 5.06603 8.38497 7.46046
N5 7.96851 9.66152 5.54728
H79 6.98059 10.43097 7.87504
H80 7.51415 11.90799 7.09471
H81 5.78836 11.59569 7.28044
H82 6.75011 11.24448 4.94619
H83 5.44490 9.36408 4.37737
H84 4.56544 10.15390 5.67541
H85 4.28761 9.13535 7.62573
H86 5.91944 8.57305 8.11538
H87 4.66249 7.40532 7.72045
H88 8.00292 9.28821 4.60143
H89 7.86935 8.83122 6.12955
C42 9.04000 -9.01674 -2.12336
C43 7.57138 -8.63612 -2.28052
C44 7.30542 -7.69099 -3.46703
O11 7.66726 -6.33698 -3.22870
C45 9.04104 -6.05123 -3.42954
N6 7.08886 -8.06837 -1.01657
H90 9.63831 -8.20924 -1.69898
H91 9.13928 -9.87196 -1.45129
H92 9.47798 -9.29862 -3.08434
H93 7.01766 -9.56108 -2.47200
H94 6.22588 -7.67650 -3.64925
H95 7.77045 -8.06054 -4.38955
H96 9.46841 -6.63905 -4.24678
H97 9.60247 -6.21841 -2.50808
H98 9.13053 -4.99285 -3.68095
H99 6.08784 -7.90270 -1.09299
H100 7.48171 -7.13163 -0.93581

No. 2
Entry from OMol25: a single C3H3ClN2 molecule (ωB97M-V/def2-TZVPD).

Results
Charge = 0
LUMO = 0.0180 Ha
Orbital gap = 0.3449 Ha
ΔE to the lowest compared entry with this formula, charge and spin = 0.437 eV

Positions of all 9 atoms, in Å:
N1 -3.19676 0.06342 -0.04608
C1 -2.05429 0.21190 0.00234
C2 -0.65250 0.48189 -0.02605
Cl1 -0.08750 2.13455 -0.00784
C3 0.25569 -0.49526 0.00610
N2 1.59173 -0.35006 -0.07683
H1 -0.05120 -1.52481 0.08799
H2 2.21355 -1.11729 0.17863
H3 1.98129 0.59565 -0.11827

No. 3
Entry from OMol25: C29H44N8O6P2Sr as an isolated structure (ωB97M-V/def2-TZVPD).

Results
Charge = +2
LUMO = -0.2030 Ha
Orbital gap = 0.2906 Ha
ΔE to the lowest compared entry with this formula, charge and spin = 1.614 eV

Positions of all 90 atoms, in Å:
Sr1 0.15907 -0.57783 -0.95917
C1 -2.09119 -3.29494 -0.62860
C2 -1.03726 -3.27441 -1.73562
O1 -1.11908 -2.44847 -2.65411
N1 0.04877 -4.03636 -1.51357
C3 0.81828 -4.79832 -2.53285
C4 1.64362 -5.87112 -1.79645
C5 1.57367 -7.22024 -2.14722
C6 2.22699 -8.13328 -1.34252
C7 2.98336 -7.71955 -0.28727
C8 3.10225 -6.38282 -0.11709
N2 2.39762 -5.45593 -0.80731
H1 -3.05163 -3.13562 -1.11609
H2 -2.06599 -2.47295 0.06201
H3 -2.02644 -4.19867 -0.02511
H4 0.11754 -4.49381 -0.60347
H5 1.52846 -4.22583 -3.14953
H6 0.16844 -5.30779 -3.21537
H7 0.95702 -7.57802 -2.95574
H8 2.08846 -9.19744 -1.54131
H9 3.55675 -8.40069 0.37878
H10 3.76507 -6.00002 0.62573
C9 2.81284 2.77143 -2.60756
N3 1.62544 3.44981 -2.03394
C10 1.94422 4.90523 -1.83324
P1 -0.00303 2.93113 -2.42128
O2 0.01172 1.50212 -2.74976
O3 -0.80762 3.38733 -1.07306
P2 -1.79346 2.35254 -0.07466
O4 -1.36580 0.95485 -0.36402
N4 -1.43815 3.06989 1.32279
C11 -0.11721 3.62815 1.58521
C12 -2.35418 3.48674 2.38702
N5 -3.35477 2.66189 -0.42989
C13 -4.32537 1.79317 -1.26515
C14 -3.84670 4.08329 -0.60949
N6 -0.56332 3.95716 -3.52382
C15 -1.51185 5.01742 -3.34257
C16 0.18122 3.66051 -4.72171
H11 2.54014 1.79854 -2.96306
H12 3.46534 2.65832 -1.74511
H13 3.34627 3.31339 -3.37809
H14 1.10990 5.53722 -1.49379
H15 2.24912 5.42929 -2.75336
H16 2.73794 5.01644 -1.06143
H17 -0.11076 4.14507 2.54370
H18 0.17747 4.34489 0.78593
H19 0.70119 2.90177 1.58200
H20 -2.20982 4.54525 2.68314
H21 -2.14939 2.82800 3.20047
H22 -3.38291 3.42544 2.01165
H23 -3.87430 0.81648 -1.59798
H24 -4.60161 2.38089 -2.17415
H25 -5.20158 1.59869 -0.66340
H26 -3.71519 4.32493 -1.67872
H27 -3.34665 4.86863 -0.06398
H28 -4.92409 4.19112 -0.45990
H29 -2.47817 4.79768 -3.85709
H30 -1.06830 5.87736 -3.84725
H31 -1.64817 5.27311 -2.30122
H32 -0.48370 3.30095 -5.47935
H33 1.03184 2.98016 -4.53810
H34 0.66534 4.59253 -5.06949
O5 -4.34698 -2.09385 6.16033
C17 -3.09513 -1.61326 6.40604
O6 -2.58592 -1.56656 7.47733
C18 -2.29899 -1.31704 5.16648
C19 -2.28855 -2.23524 4.18444
C20 -1.38377 -2.16490 3.10646
C21 -0.47126 -1.16688 3.10910
C22 -0.43689 -0.20309 4.11960
C23 -1.37156 -0.26508 5.16945
N7 0.51642 -1.18262 2.02722
C24 1.74289 -1.23335 2.34275
C25 2.90933 -1.08317 1.45803
C26 4.11260 -0.91308 2.15242
C27 5.23169 -0.53511 1.41302
C28 5.13866 -0.45105 0.03779
C29 3.92850 -0.72750 -0.58022
N8 2.81516 -0.97427 0.11058
H35 -4.61144 -1.81102 5.29360
H36 -2.95192 -3.09907 4.28163
H37 -1.33374 -3.00372 2.40662
H38 0.27013 0.61858 4.03867
H39 -1.41491 0.46251 5.97026
H40 1.99730 -1.44688 3.37713
H41 4.13136 -1.02742 3.20313
H42 6.18891 -0.36147 1.94138
H43 6.02833 -0.19332 -0.56239
H44 3.91213 -0.74679 -1.67515

No. 4
Entry from OMol25: a single C6H5BrO2S molecule (ωB97M-V/def2-TZVPD).

Results
Charge = 0
LUMO = -0.0562 Ha
Orbital gap = 0.2661 Ha
ΔE to the lowest compared entry with this formula, charge and spin = 0.000 eV

Positions of all 15 atoms, in Å:
O1 2.34871 -0.04405 2.35336
S1 0.91649 -0.14327 2.20511
O2 0.09580 0.05964 3.36552
C1 0.38920 0.60359 0.76738
C2 1.18661 0.36530 -0.44826
C3 0.53507 -0.35829 -1.58167
C4 -0.77732 -0.60218 -1.66181
C5 -1.72077 -0.23081 -0.64000
C6 -1.35810 0.32080 0.51686
Br1 -2.46296 0.89946 1.88800
H1 2.12646 -0.11476 -0.15273
H2 1.49272 1.34515 -0.84282
H3 1.18515 -0.61261 -2.40595
H4 -1.18753 -1.08642 -2.53428
H5 -2.76952 -0.40154 -0.82868

No. 5
Entry from OMol25: C18H23N8PPmS as an isolated structure (ωB97M-V/def2-TZVPD).

Results
Charge = +3
LUMO (spin up / spin down) = -0.3504 / -0.3253 Ha
Multiplicity = 5
Orbital gap (spin up / spin down) = 0.2833 / 0.3086 Ha
<S²> = 6.007

Positions of all 52 atoms, in Å:
Pm1 0.04448 -0.52578 -0.07115
C1 0.01497 5.06978 1.73532
N1 0.04926 3.94282 0.79153
C2 0.10221 4.07654 -0.56686
C3 0.12037 2.81574 -1.08328
N2 0.07770 1.91057 -0.04975
C4 0.03549 2.63012 1.08269
P1 -0.03785 1.97850 2.78554
C5 1.34052 0.78796 2.68421
N3 1.56764 -0.09708 1.70080
C6 2.71563 -0.77294 2.03843
C7 3.17926 -0.28458 3.22142
N4 2.30582 0.69109 3.61489
C8 2.44215 1.47731 4.85042
C9 -1.43380 0.82109 2.57531
N5 -1.60429 -0.06075 1.57702
C10 -2.79494 -0.70203 1.81906
C11 -3.34108 -0.19605 2.95882
N6 -2.47510 0.75461 3.42289
C12 -2.69013 1.54807 4.64255
H1 0.04133 5.98614 1.15425
H2 0.88431 5.03032 2.38648
H3 -0.90398 5.03638 2.31470
H4 0.12315 5.04467 -1.03647
H5 0.16206 2.52887 -2.12131
H6 3.13138 -1.56232 1.43478
H7 4.04082 -0.53979 3.81354
H8 3.33971 1.13821 5.35760
H9 1.57972 1.30836 5.48938
H10 2.54250 2.53131 4.60550
H11 -3.18123 -1.48159 1.18409
H12 -4.25598 -0.42477 3.47735
H13 -3.63526 1.23559 5.07476
H14 -2.74047 2.60382 4.38984
H15 -1.88784 1.35698 5.34995
C13 -0.64076 -6.84654 -2.60382
C14 -0.26704 -6.49843 -1.20714
C15 0.10711 -7.38960 -0.22711
C16 0.42561 -6.90689 1.04431
N7 0.37363 -5.59114 1.33130
C17 0.02181 -4.76111 0.39939
S1 -0.08101 -3.04930 0.76685
N8 -0.29574 -5.18646 -0.85515
C18 0.83442 -7.81416 2.14641
H16 -0.57975 -7.92022 -2.75639
H17 0.03422 -6.35669 -3.30761
H18 -1.66186 -6.52296 -2.81287
H19 0.14900 -8.44626 -0.44360
H20 -0.57706 -4.49362 -1.53532
H21 0.84866 -8.85344 1.83159
H22 0.14698 -7.69413 2.98522
H23 1.82506 -7.52470 2.50048

No. 6
Entry from OMol25: a 2-piece molecular cluster, C5H6Br2N2 overall (ωB97M-V/def2-TZVPD).

Results
Charge = 0
LUMO = 0.0060 Ha
Orbital gap = 0.3721 Ha
ΔE to the lowest compared entry with this formula, charge and spin = 1.014 eV

Positions of all 15 atoms, in Å:
Br1 -0.57413 -3.40443 0.24046
C1 -0.48002 -1.40863 0.25547
N1 0.13544 -0.87461 1.18269
C2 0.03614 0.52585 1.00098
C3 -1.15706 0.79157 0.01614
C4 -1.43966 -0.60877 -0.55111
H1 0.94998 0.95524 0.53590
H2 -0.01275 0.92869 2.01460
H3 -0.62077 1.38894 -0.72742
H4 -1.95549 1.43651 0.45885
H5 -2.39152 -0.92104 -0.39317
H6 -1.16431 -0.73021 -1.52696
N2 2.25485 0.47545 -2.01528
C5 2.77326 0.58382 -1.01608
Br2 3.64603 0.86162 0.52495

No. 7
Entry from OMol25: a single C3H7NOS molecule (ωB97M-V/def2-TZVPD).

Results
Charge = 0
LUMO = 0.0197 Ha
Orbital gap = 0.3173 Ha
ΔE to the lowest compared entry with this formula, charge and spin = 2.629 eV

Positions of all 13 atoms, in Å:
C1 1.76500 -0.30424 -0.49205
N1 0.70018 0.23323 0.32955
C2 -0.45012 -0.60371 0.42098
C3 -1.93958 0.26131 -0.19726
O1 -1.84612 1.59335 -0.11931
S1 -3.30149 -0.51756 -0.44042
H1 1.29868 -0.69050 -1.47902
H2 2.64291 0.48144 -0.51538
H3 2.27953 -1.15384 -0.03692
H4 0.91987 0.86496 1.09266
H5 -0.43966 -1.47372 -0.08160
H6 -0.68839 -0.60316 1.46284
H7 -0.94081 1.91246 0.05593

No. 8
Entry from OMol25: C22H11Cl2N2O6S2Tc as an isolated structure (ωB97M-V/def2-TZVPD).

Results
Charge = -1
LUMO (spin up / spin down) = 0.0807 / 0.0448 Ha
Multiplicity = 4
Orbital gap (spin up / spin down) = 0.2588 / 0.2410 Ha
ΔE to the lowest compared entry with this formula, charge and spin = 0.000 eV
<S²> = 3.780

Positions of all 46 atoms, in Å:
Tc1 0.43959 0.50178 0.39654
O1 2.18822 -5.16960 2.32967
C1 1.67220 -3.95969 2.00511
C2 0.36252 -3.80125 1.58228
C3 -0.10003 -2.53759 1.26377
N1 0.70768 -1.47275 1.32529
C4 1.97192 -1.62965 1.74291
C5 2.49789 -2.84593 2.10426
C6 2.79091 -0.35833 1.82906
O2 3.92177 -0.38485 2.26573
O3 2.15670 0.70036 1.42453
C7 -1.58021 -2.33302 0.87925
O4 -2.19264 -3.35747 0.54662
O5 -1.96133 -1.14658 0.97164
H1 1.50970 -5.83877 2.20452
H2 -0.33166 -4.62677 1.47998
H3 3.52104 -2.90803 2.44549
S1 -0.88522 1.57077 2.00657
C8 -0.38769 3.25270 1.88513
C9 -0.70763 4.14745 2.90732
C10 -0.37078 5.48577 2.80830
C11 0.29439 5.95122 1.67818
C12 0.61884 5.07325 0.65942
C13 0.28462 3.72195 0.75250
S2 0.70130 2.62982 -0.55658
H4 -1.21884 3.77286 3.78654
H5 -0.62047 6.16581 3.61361
H6 0.56465 6.99712 1.59485
H7 1.14811 5.42243 -0.21963
Cl1 3.00185 -1.66547 -3.39746
C14 1.30494 -1.34390 -3.30921
C15 0.48331 -1.72020 -4.38509
C16 -0.86173 -1.49340 -4.35172
Cl2 -1.84625 -1.97182 -5.70544
C17 -1.46761 -0.87500 -3.23133
C18 -2.84550 -0.61746 -3.07307
C19 -3.29440 -0.02724 -1.92587
C20 -2.38434 0.31824 -0.91391
N2 -1.09557 0.09382 -1.04316
C21 -0.62268 -0.49926 -2.17423
C22 0.78901 -0.72267 -2.18560
O6 1.48725 -0.34537 -1.15226
H8 0.93359 -2.19799 -5.24398
H9 -3.53075 -0.89531 -3.86254
H10 -4.34510 0.17071 -1.77183
H11 -2.70161 0.76927 0.01386